No. 1
{"formula": "C5H28N2O9", "method": "ωB97M-V with the def2-TZVPD basis set", "symbols": ["C", "C", "N", "C", "C", "C", "N", "O", "H", "H", "H", "H", "H", "H", "H", "H", "H", "H", "H", "H", "H", "H", "O", "H", "H", "O", "H", "H", "O", "H", "H", "O", "H", "H", "O", "H", "H", "O", "H", "H", "O", "H", "H", "O"], "xyz": [[-3.086, -0.608, 0.934], [-2.777, -0.890, -0.556], [-1.696, 0.274, -0.918], [-2.230, 1.639, -0.955], [-1.072, -0.014, -2.119], [0.172, -0.901, -1.742], [1.150, -1.017, -2.699], [0.233, -1.506, -0.683], [-2.493, -1.164, 1.670], [-4.050, -1.203, 1.159], [-3.190, 0.457, 0.970], [-2.268, -1.950, -0.742], [-3.732, -0.673, -1.022], [-2.336, 1.928, -1.980], [-3.110, 1.712, -0.309], [-1.452, 2.279, -0.466], [-0.641, 0.898, -2.818], [-1.578, -0.466, -2.975], [1.945, -1.583, -2.374], [1.014, -0.976, -3.734], [1.333, -2.853, 1.232], [2.778, -3.052, 1.796], [1.844, -3.387, 1.692], [2.535, -0.182, 1.512], [3.779, 0.591, 2.259], [3.561, -0.110, 1.536], [1.936, 0.498, -0.713], [0.819, 0.827, 0.298], [1.754, 0.987, 0.057], [3.773, -1.938, -1.120], [3.430, -0.949, -0.018], [3.312, -1.206, -1.048], [-0.507, -2.658, 0.944], [-0.741, -3.871, 1.816], [-0.788, -2.750, 1.761], [1.644, 4.104, -0.936], [0.926, 2.910, -0.918], [0.721, 3.723, -0.762], [0.440, 3.345, 1.012], [0.646, 3.105, 2.585], [0.445, 3.807, 1.841], [-0.941, 0.267, 2.582], [-0.999, 1.438, 1.626], [-0.501, 1.114, 2.324]], "lowdin_spin": [0.004, 0.043, 0.635, 0.071, 0.073, 0.030, 0.018, 0.010, 0.000, -0.001, 0.000, -0.001, 0.021, 0.021, 0.004, 0.028, 0.002, 0.033, 0.002, 0.000, 0.000, 0.000, 0.000, 0.000, 0.000, 0.000, 0.000, 0.000, 0.000, 0.000, 0.000, 0.000, 0.000, 0.000, 0.000, 0.000, 0.000, 0.001, 0.000, 0.000, 0.000, 0.000, 0.000, 0.004], "spin_multiplicity": 2, "total_energy_ev": -27034.42450, "orbital_gap_ha": [0.37199, 0.18650], "total_charge": 1}

=====

No. 2
{"formula": "C46H68BrN3O27S", "method": "ωB97M-V with the def2-TZVPD basis set", "symbols": ["C", "C", "N", "C", "C", "C", "C", "O", "C", "Br", "C", "N", "S", "N", "C", "C", "O", "C", "C", "O", "C", "C", "H", "H", "H", "H", "H", "H", "H", "H", "H", "H", "H", "H", "H", "H", "H", "H", "H", "H", "H", "H", "C", "C", "C", "O", "C", "O", "O", "H", "H", "H", "H", "H", "H", "C", "C", "C", "O", "C", "O", "O", "H", "H", "H", "H", "H", "H", "C", "C", "C", "O", "C", "O", "O", "H", "H", "H", "H", "H", "H", "C", "C", "C", "O", "C", "O", "O", "H", "H", "H", "H", "H", "H", "C", "C", "C", "O", "C", "O", "O", "H", "H", "H", "H", "H", "H", "C", "C", "C", "O", "C", "O", "O", "H", "H", "H", "H", "H", "H", "C", "C", "C", "O", "C", "O", "O", "H", "H", "H", "H", "H", "H", "C", "C", "C", "O", "C", "O", "O", "H", "H", "H", "H", "H", "H"], "xyz": [[2.698, -5.587, 2.280], [2.596, -4.690, 3.568], [3.135, -3.315, 3.420], [2.534, -2.568, 2.352], [1.301, -1.683, 2.509], [0.583, -1.563, 3.913], [-0.887, -2.224, 3.898], [-1.902, -1.269, 4.283], [0.737, -0.903, 1.383], [-0.841, 0.271, 1.574], [1.349, -0.936, 0.002], [0.913, -0.216, -1.103], [2.056, -0.691, -2.244], [3.033, -1.765, -1.434], [2.562, -1.835, -0.129], [3.133, -2.634, 1.008], [4.235, -3.438, 0.769], [5.437, -2.668, 0.536], [6.118, -2.328, 1.947], [6.696, -1.022, 1.830], [5.749, -0.009, 2.191], [5.805, 0.270, 3.756], [1.965, -5.301, 1.475], [3.758, -5.617, 1.901], [2.468, -6.648, 2.600], [1.532, -4.746, 3.938], [3.242, -5.200, 4.364], [3.107, -2.791, 4.297], [1.222, -2.107, 4.657], [0.534, -0.466, 4.172], [-1.059, -2.516, 2.819], [-0.954, -3.096, 4.599], [-2.517, -1.207, 3.528], [6.131, -3.316, -0.077], [5.274, -1.718, -0.038], [5.325, -2.373, 2.740], [6.871, -3.139, 2.136], [4.687, -0.298, 1.952], [5.970, 0.949, 1.639], [5.034, 1.053, 3.980], [6.830, 0.558, 4.111], [5.543, -0.710, 4.254], [1.338, -3.301, 9.055], [2.154, -4.384, 8.389], [2.980, -3.907, 7.230], [3.113, -5.093, 6.445], [2.013, -5.857, 6.709], [1.707, -6.829, 6.096], [1.310, -5.355, 7.763], [0.623, -3.737, 9.755], [1.981, -2.605, 9.596], [0.755, -2.738, 8.321], [2.765, -4.904, 9.134], [3.958, -3.536, 7.539], [2.482, -3.145, 6.622], [-6.181, 1.691, 6.086], [-5.365, 0.625, 5.391], [-4.541, 1.132, 4.243], [-4.408, -0.036, 3.430], [-5.510, -0.805, 3.676], [-5.816, -1.762, 3.039], [-6.209, -0.330, 4.742], [-6.894, 1.236, 6.776], [-5.537, 2.373, 6.644], [-6.765, 2.271, 5.368], [-4.752, 0.087, 6.122], [-3.562, 1.496, 4.558], [-5.040, 1.908, 3.657], [5.169, -0.614, -5.176], [6.308, -0.063, -4.348], [5.881, 0.906, -3.288], [7.056, 1.701, -3.112], [7.724, 1.672, -4.299], [8.652, 2.369, -4.567], [7.185, 0.744, -5.141], [5.552, -1.157, -6.043], [4.547, -1.289, -4.585], [4.539, 0.188, -5.563], [6.899, -0.886, -3.931], [5.607, 0.409, -2.355], [5.065, 1.561, -3.597], [3.448, 6.127, -3.120], [3.320, 5.101, -4.221], [1.911, 4.860, -4.680], [1.985, 3.525, -5.181], [2.985, 2.907, -4.499], [3.204, 1.734, -4.535], [3.701, 3.800, -3.764], [4.457, 6.117, -2.703], [3.231, 7.129, -3.493], [2.765, 5.907, -2.295], [3.977, 5.366, -5.056], [1.600, 5.552, -5.463], [1.178, 4.884, -3.869], [10.994, -1.277, 6.164], [9.488, -1.304, 6.045], [8.790, -0.212, 6.805], [7.511, -0.794, 7.054], [7.694, -2.143, 7.086], [6.872, -2.926, 7.447], [8.941, -2.477, 6.655], [11.425, -2.193, 5.755], [11.412, -0.422, 5.630], [11.306, -1.223, 7.210], [9.196, -1.311, 4.989], [8.693, 0.706, 6.225], [9.258, 0.019, 7.766], [-2.727, -0.910, -1.534], [-3.745, 0.195, -1.678], [-5.061, -0.092, -1.014], [-5.962, 0.711, -1.780], [-5.417, 0.832, -3.022], [-5.988, 1.286, -3.967], [-4.140, 0.363, -3.043], [-1.872, -0.731, -2.188], [-2.375, -0.979, -0.504], [-3.148, -1.876, -1.826], [-3.318, 1.144, -1.335], [-5.075, 0.204, 0.036], [-5.374, -1.136, -1.095], [-8.447, 1.842, -4.726], [-9.464, 2.950, -4.874], [-10.783, 2.669, -4.216], [-11.679, 3.473, -4.986], [-11.131, 3.591, -6.226], [-11.695, 4.045, -7.173], [-9.854, 3.118, -6.243], [-7.593, 2.018, -5.376], [-8.098, 1.770, -3.700], [-8.871, 0.877, -5.019], [-9.035, 3.898, -4.532], [-10.800, 2.967, -3.167], [-11.098, 1.626, -4.297], [-11.255, 4.227, -10.193], [-10.626, 3.351, -11.251], [-9.257, 3.793, -11.683], [-9.176, 3.266, -13.007], [-10.453, 3.193, -13.479], [-10.741, 2.967, -14.611], [-11.354, 3.419, -12.483], [-12.308, 3.971, -10.063], [-10.746, 4.112, -9.238], [-11.221, 5.281, -10.483], [-10.628, 2.307, -10.921], [-8.467, 3.384, -11.053], [-9.146, 4.880, -11.736]], "lowdin_charge": [-0.083, -0.239, -0.010, -0.122, -0.118, -0.125, -0.228, -0.146, -0.459, 0.762, -0.375, -0.227, 0.986, -0.226, -0.222, -0.147, -0.091, -0.120, -0.157, -0.177, -0.257, -0.069, 0.080, 0.079, 0.085, 0.116, 0.117, 0.098, 0.080, 0.115, 0.116, 0.118, 0.038, 0.138, 0.114, 0.099, 0.133, 0.111, 0.126, 0.079, 0.069, 0.070, -0.018, -0.335, -0.094, 0.020, -0.551, 0.168, 0.090, 0.089, 0.092, 0.086, 0.164, 0.140, 0.123, -0.020, -0.337, -0.098, 0.016, -0.544, 0.168, 0.094, 0.090, 0.092, 0.090, 0.164, 0.145, 0.141, -0.016, -0.328, -0.101, 0.064, -0.547, 0.155, 0.087, 0.089, 0.083, 0.068, 0.159, 0.135, 0.100, -0.019, -0.336, -0.097, 0.078, -0.523, 0.110, 0.089, 0.091, 0.093, 0.090, 0.164, 0.144, 0.142, -0.019, -0.341, -0.106, 0.054, -0.547, 0.154, 0.091, 0.090, 0.092, 0.090, 0.160, 0.137, 0.141, -0.030, -0.335, -0.094, 0.066, -0.523, 0.130, 0.096, 0.080, 0.033, 0.093, 0.160, 0.138, 0.145, -0.032, -0.330, -0.103, 0.065, -0.537, 0.148, 0.086, 0.081, 0.077, 0.098, 0.162, 0.141, 0.140, -0.024, -0.338, -0.107, 0.059, -0.550, 0.160, 0.084, 0.092, 0.066, 0.093, 0.161, 0.140, 0.139], "spin_multiplicity": 1, "total_energy_ev": -189433.91481, "orbital_gap_ha": 0.26790}

=====

No. 3
{"formula": "C5H12NO", "method": "ωB97M-V with the def2-TZVPD basis set", "symbols": ["C", "C", "C", "C", "C", "N", "H", "H", "H", "H", "H", "H", "H", "H", "H", "H", "H", "H", "O"], "xyz": [[-1.271, 0.257, -1.810], [-0.267, 0.172, -0.626], [-0.833, -0.580, 0.536], [-2.110, -0.837, 0.789], [1.287, -0.437, 1.774], [0.106, -0.894, 1.568], [-0.745, 0.616, -2.688], [-1.998, 1.048, -1.617], [-1.779, -0.704, -1.887], [0.037, 1.187, -0.363], [0.568, -0.404, -1.030], [-2.955, -0.496, 0.232], [-2.360, -1.452, 1.632], [1.975, -1.050, 2.328], [1.535, 0.518, 1.339], [-0.077, -1.779, 2.048], [3.390, 1.951, -0.204], [2.733, 1.585, -1.477], [2.764, 1.297, -0.546]], "nbo_charge": [-0.598, -0.467, 0.120, -0.299, 0.117, -0.400, 0.235, 0.217, 0.219, 0.243, 0.232, 0.246, 0.211, 0.233, 0.249, 0.434, 0.483, 0.487, -0.963], "spin_multiplicity": 1, "total_energy_ev": -8909.24128, "orbital_gap_ha": 0.34142, "total_charge": 1}